This record from OMol25 describes a molecular structure, C39H59N10PS2Yb. The level of theory is ωB97M-V/def2-TZVPD.

* relative energy (zero: lowest compared OMol25 entry of this formula, charge and spin): 140.7 kJ/mol
* net charge: +1
* LUMO level (spin up / spin down): -3.06 / -3.07 eV
* expectation value of S²: 0.751
* E: -4365.42941 a.u.
* 2S+1: 2
* orbital gap (spin up / spin down): 0.252 / 0.252 hartree

Geometry as XYZ:
```
112
Properties=species:S:1:pos:R:3:forces:R:3:mulliken_spin:R:1
Yb 0.244 1.662 0.151 -0.214 -0.136 0.080 1.03
N 0.911 0.526 4.660 -0.031 -0.043 -0.106 0.00
C -0.308 0.529 5.387 0.017 -0.022 -0.100 0.00
C -0.284 0.500 6.769 -0.053 0.025 0.003 0.00
C -1.477 0.493 7.480 -0.035 -0.018 -0.027 0.00
C -2.686 0.534 6.806 0.047 0.012 0.011 0.00
C -2.703 0.589 5.419 0.062 0.012 0.016 0.00
C -1.515 0.569 4.705 -0.104 0.150 0.152 0.00
S -1.571 0.551 2.944 0.134 -0.247 -0.165 0.00
N 0.019 1.029 2.542 0.181 0.247 -0.052 0.00
C 1.004 0.925 3.361 0.027 -0.003 -0.168 -0.01
C 2.377 1.257 2.839 -0.296 -0.032 0.000 0.01
C 3.512 1.155 3.629 0.050 0.059 -0.097 0.00
C 4.736 1.549 3.105 -0.106 0.006 -0.091 0.00
C 4.778 2.034 1.813 0.010 -0.010 0.048 0.00
C 3.601 2.068 1.079 0.046 -0.006 0.046 0.00
N 2.424 1.680 1.565 0.025 -0.124 0.048 0.00
H 1.740 0.580 5.226 -0.044 -0.013 -0.051 0.00
H 0.663 0.474 7.293 0.056 0.001 0.019 0.00
H -1.454 0.459 8.560 0.002 -0.003 0.037 0.00
H -3.617 0.532 7.354 -0.027 0.000 0.022 0.00
H -3.644 0.636 4.888 -0.038 0.009 -0.031 0.00
H 3.480 0.775 4.638 -0.008 0.000 0.019 0.00
H 5.631 1.481 3.706 0.040 0.005 0.011 0.00
H 5.699 2.370 1.361 0.023 0.001 0.003 0.00
H 3.615 2.416 0.054 -0.006 -0.038 0.055 0.00
C 1.018 4.321 2.646 0.048 0.072 -0.015 0.00
N 0.722 4.192 1.217 -0.180 -0.097 0.028 -0.03
C 1.755 4.892 0.448 0.006 0.032 -0.028 0.03
C -0.577 4.856 0.966 0.052 0.047 0.070 0.00
C -1.075 4.643 -0.439 -0.114 -0.013 0.054 -0.05
C -1.707 5.691 -1.096 -0.004 -0.054 0.003 0.00
C -2.301 5.475 -2.331 -0.007 0.019 -0.030 0.00
C -2.271 4.206 -2.886 0.041 -0.052 0.065 0.01
C -1.621 3.173 -2.217 0.022 0.070 -0.037 0.00
C -0.974 3.355 -0.987 0.061 -0.222 0.006 0.00
H 0.999 5.374 2.956 0.008 -0.025 0.002 0.01
H 2.009 3.926 2.867 0.018 -0.007 0.003 0.00
H 0.275 3.778 3.230 -0.008 -0.007 0.009 0.00
H 1.782 5.958 0.716 0.009 -0.045 -0.022 -0.02
H 1.540 4.812 -0.617 0.013 -0.007 0.010 0.00
H 2.737 4.468 0.658 -0.032 0.012 0.001 -0.01
H -0.490 5.930 1.198 0.011 -0.051 -0.007 0.02
H -1.292 4.437 1.685 0.010 0.009 -0.080 0.01
H -1.753 6.674 -0.641 -0.002 0.040 0.026 0.01
H -2.795 6.287 -2.846 -0.011 0.021 -0.014 0.00
H -2.758 4.019 -3.834 -0.025 -0.010 -0.055 0.00
H -1.647 2.187 -2.671 0.002 0.066 -0.001 0.00
C 3.026 -0.907 -5.170 -0.088 -0.079 -0.028 0.00
N 3.175 -0.076 -3.985 0.077 0.282 0.162 0.00
C 3.029 -0.473 -2.715 -0.311 -0.268 -0.111 0.01
S 2.544 0.617 -1.507 0.164 0.319 0.201 -0.01
N 3.282 -1.747 -2.384 -0.111 0.182 0.177 0.00
C 4.233 -2.636 -3.035 0.056 -0.029 -0.065 0.00
H 2.262 -0.463 -5.806 0.037 -0.006 -0.045 0.00
H 2.683 -1.899 -4.884 -0.014 0.054 -0.047 0.00
H 3.956 -0.991 -5.730 0.023 -0.021 -0.019 0.00
H 3.057 0.920 -4.108 -0.051 -0.128 0.022 0.00
H 3.036 -1.960 -1.427 0.006 0.016 -0.129 0.00
H 4.847 -2.074 -3.735 0.001 -0.034 0.039 0.00
H 3.737 -3.450 -3.564 0.012 -0.012 -0.005 0.00
H 4.885 -3.058 -2.272 0.005 -0.032 -0.017 0.00
N -1.002 0.020 -0.257 0.672 0.111 -0.145 0.00
P -0.944 -1.386 -0.906 -0.084 0.359 0.448 0.00
N 0.289 -2.321 -0.229 0.085 -0.201 -0.166 0.00
C 0.591 -3.679 -0.659 0.051 -0.014 0.008 0.00
C 0.611 -4.663 0.507 -0.006 -0.036 -0.033 0.00
C 1.543 -4.186 1.612 0.034 -0.012 0.035 0.00
C 1.144 -2.781 2.046 -0.014 0.000 0.044 0.00
C 1.137 -1.843 0.846 -0.196 0.182 -0.084 -0.01
N -2.277 -2.391 -0.713 -0.066 0.046 0.009 0.00
C -2.552 -2.769 0.682 0.133 -0.130 0.126 0.00
C -3.617 -1.881 1.304 -0.040 0.058 0.078 0.00
C -4.966 -2.099 0.608 -0.049 -0.010 0.045 0.00
C -4.739 -2.562 -0.831 -0.082 -0.035 -0.094 0.00
C -3.492 -1.930 -1.423 0.069 -0.017 -0.172 0.00
N -0.831 -1.370 -2.573 -0.266 -0.192 -0.126 0.00
C -0.419 -0.192 -3.310 0.042 0.244 0.154 0.00
C -1.317 0.075 -4.509 0.040 0.067 0.019 0.00
C -1.292 -1.122 -5.447 0.039 -0.003 -0.012 0.00
C -1.718 -2.364 -4.681 -0.097 -0.030 0.054 0.00
C -0.894 -2.568 -3.411 0.155 0.024 -0.030 0.00
H 1.576 -3.701 -1.159 -0.027 -0.028 0.018 0.00
H -0.143 -4.001 -1.391 0.008 0.009 0.023 0.00
H 0.914 -5.647 0.143 0.009 -0.011 -0.017 0.00
H -0.402 -4.763 0.901 -0.039 -0.008 0.009 0.00
H 2.572 -4.167 1.235 0.047 0.003 -0.013 0.00
H 1.533 -4.878 2.454 -0.020 0.011 0.010 0.00
H 1.827 -2.393 2.806 0.033 -0.005 -0.002 0.00
H 0.146 -2.806 2.495 0.011 0.030 0.008 0.00
H 2.177 -1.711 0.494 -0.074 0.046 0.055 0.00
H 0.736 -0.864 1.123 0.258 -0.139 0.070 0.00
H -1.619 -2.704 1.244 -0.124 0.024 -0.021 0.00
H -2.865 -3.818 0.712 -0.016 -0.009 0.048 0.00
H -3.292 -0.844 1.191 -0.015 -0.058 -0.030 0.00
H -3.688 -2.087 2.374 -0.014 0.013 0.042 0.00
H -5.542 -1.173 0.617 -0.004 0.023 -0.001 0.00
H -5.562 -2.842 1.142 0.011 -0.003 0.012 0.00
H -5.595 -2.310 -1.460 0.006 -0.002 0.007 0.00
H -4.636 -3.648 -0.872 0.010 -0.026 -0.001 0.00
H -3.574 -0.837 -1.381 -0.018 0.030 0.020 0.00
H -3.409 -2.206 -2.472 0.008 0.024 0.004 0.00
H 0.604 -0.331 -3.677 0.137 0.018 -0.066 0.00
H -0.405 0.663 -2.629 -0.005 -0.222 -0.120 0.00
H -0.976 0.982 -5.015 -0.002 0.017 -0.013 0.00
H -2.337 0.258 -4.162 -0.030 0.013 0.024 0.00
H -0.275 -1.256 -5.834 0.042 -0.015 -0.005 0.00
H -1.937 -0.966 -6.312 -0.029 0.017 -0.015 0.00
H -1.632 -3.262 -5.297 0.014 -0.008 -0.023 0.00
H -2.774 -2.259 -4.420 0.015 -0.036 0.016 0.00
H 0.132 -2.853 -3.705 -0.030 -0.034 0.006 0.00
H -1.309 -3.391 -2.833 -0.062 0.042 -0.013 0.00
```
Positions in Å, forces in eV/Å.